1.
Molecular formula: C12H36Fe2N2O18
Method: DFT, wB97M-V/def2-TZVPD

Results
Kohn-Sham gap (alpha / beta): 8.25 / 7.72 eV
LUMO level (alpha / beta): -5.0 / -5.5 eV
Relative energy (zero: lowest compared OMol25 entry of this formula, charge and spin): 10.2 kcal/mol
Highest occupied orbital energy (alpha / beta): -0.4868 / -0.4868 Eh

ORCA input file:
```
! RIJCOSX wB97M-V def2-TZVPD def2/J DEFGRID3
* xyz 2 9
Fe -2.696 0.160 -1.637
Fe 2.577 -1.372 -1.846
N -1.637 -2.708 -2.805
O -1.942 -1.483 -2.538
O -1.132 -3.396 -1.893
O -1.787 -3.108 -3.932
N 0.316 0.795 -1.285
O 0.813 1.423 -0.360
O -0.798 1.020 -1.766
O 0.989 -0.106 -1.871
C 3.389 -4.142 -1.252
C 2.099 -3.987 -0.504
O 1.348 -2.811 -0.936
O 4.025 -2.830 -1.414
H 3.221 -4.603 -2.231
H 4.099 -4.797 -0.752
H 2.309 -3.886 0.567
H 1.536 -4.916 -0.596
H 0.425 -3.046 -0.771
H 4.980 -2.956 -1.422
C 1.034 3.395 3.115
C 2.260 3.301 2.216
O 2.519 1.935 1.849
O 0.932 4.751 3.520
H 1.085 2.679 3.941
H 0.146 3.172 2.499
H 3.167 3.650 2.698
H 1.995 3.874 1.320
H 1.955 1.698 1.109
H 0.303 4.843 4.240
C -0.525 0.203 3.199
C -0.231 0.589 4.635
O 0.988 1.308 4.685
O -1.845 -0.384 3.164
H 0.172 -0.626 3.031
H -0.461 0.999 2.465
H -0.130 -0.347 5.213
H -1.053 1.098 5.154
H 1.388 1.215 5.554
H -1.800 -1.167 3.723
C -3.364 -1.300 0.895
C -4.265 -1.864 -0.200
O -4.506 -0.912 -1.239
O -2.448 -0.271 0.402
H -2.747 -2.028 1.410
H -4.001 -0.838 1.652
H -5.230 -2.044 0.284
H -3.928 -2.851 -0.523
H -5.313 -1.153 -1.704
H -2.035 0.086 1.211
C -3.833 2.793 -2.523
C -4.242 1.907 -3.647
O -3.450 0.710 -3.621
O -3.798 1.933 -1.335
H -4.554 3.601 -2.479
H -2.790 3.081 -2.650
H -4.234 2.446 -4.598
H -5.287 1.587 -3.547
H -3.609 0.229 -4.442
H -4.193 2.364 -0.571
C 4.259 0.588 -0.370
C 4.918 0.247 -1.691
O 3.935 -0.054 -2.698
O 3.204 -0.362 -0.036
H 3.863 1.606 -0.355
H 5.019 0.573 0.414
H 5.653 -0.552 -1.556
H 5.532 1.100 -1.988
H 4.113 0.461 -3.492
H 3.298 -0.521 0.911
*
```



2.
Molecular formula: C2H4ClIN2
Method: DFT, wB97M-V/def2-TZVPD

Results
Kohn-Sham gap: 9.70 eV
LUMO level: 0.5 eV
Structure (SMILES): [H]/N=C/Cl.[H]/N=C/I
Relative energy (zero: lowest compared OMol25 entry of this formula, charge and spin): 0.0 kcal/mol
Highest occupied orbital energy: -0.3367 Eh

ORCA input file:
```
! RIJCOSX wB97M-V def2-TZVPD def2/J DEFGRID3
* xyz 0 1
C 1.851 0.383 1.200
C -1.698 -0.307 -0.949
N 1.285 -0.691 0.839
N -1.915 0.469 -1.902
Cl 1.439 1.740 0.333
I -3.429 -0.287 0.460
H 2.700 0.538 1.915
H -0.808 -0.705 -0.399
H 1.782 -1.589 1.075
H -1.207 0.449 -2.572
*
```



3.
Molecular formula: C43H44GeN3OsP2
Method: DFT, wB97M-V/def2-TZVPD

Results
Kohn-Sham gap (alpha / beta): 4.76 / 5.73 eV
LUMO level (alpha / beta): -3.0 / -4.4 eV
Relative energy (zero: lowest compared OMol25 entry of this formula, charge and spin): 0.0 kcal/mol
Highest occupied orbital energy (alpha / beta): -0.2854 / -0.3710 Eh

ORCA input file:
```
! RIJCOSX wB97M-V def2-TZVPD def2/J DEFGRID3
* xyz 1 5
Os 0.446 -0.842 -0.615
C -4.474 0.277 0.833
C -3.540 -0.193 -0.038
N -2.307 -0.655 0.392
C -1.988 -0.624 1.738
C -3.014 -0.318 2.675
C -4.236 0.218 2.207
C -2.808 -0.617 4.033
C -1.642 -1.252 4.435
C -0.593 -1.377 3.555
C -0.681 -0.911 2.212
N 0.434 -0.704 1.398
C 1.671 -0.396 1.956
C 1.936 -0.108 3.297
C 3.237 0.091 3.766
C 4.304 0.127 2.910
C 4.073 0.047 1.522
C 5.080 0.307 0.573
C 4.766 0.311 -0.762
C 3.468 -0.008 -1.149
N 2.503 -0.311 -0.292
C 2.769 -0.240 1.046
H -5.414 0.642 0.443
H -3.719 -0.256 -1.101
H -4.973 0.557 2.922
H -3.607 -0.413 4.734
H -1.547 -1.640 5.440
H 0.305 -1.889 3.861
H 1.119 -0.002 3.989
H 3.388 0.251 4.825
H 5.311 0.280 3.277
H 6.083 0.537 0.910
H 5.504 0.543 -1.516
H 3.196 -0.020 -2.196
C 1.874 -1.946 -3.813
P 0.479 -1.129 -2.956
C -0.913 -1.916 -3.850
C 0.474 0.533 -3.761
C -0.575 1.447 -3.134
P -0.303 1.687 -1.320
C 1.069 2.905 -1.341
C -1.721 2.782 -0.937
H 1.914 -1.620 -4.853
H 1.711 -3.023 -3.789
H 2.827 -1.738 -3.329
H -0.670 -1.958 -4.912
H -1.838 -1.354 -3.716
H -1.062 -2.929 -3.478
H 0.284 0.404 -4.829
H 1.470 0.974 -3.653
H -1.573 1.016 -3.260
H -0.568 2.424 -3.623
H 0.856 3.707 -2.049
H 2.006 2.420 -1.613
H 1.185 3.330 -0.344
H -1.748 3.613 -1.643
H -1.612 3.173 0.075
H -2.654 2.223 -0.987
C -1.511 -1.465 -0.517
Ge -1.652 -3.481 0.032
C -1.219 -4.562 -1.561
C 0.077 -4.494 -2.072
C 0.496 -5.359 -3.071
C -0.388 -6.299 -3.584
C -1.680 -6.378 -3.087
C -2.087 -5.525 -2.069
C -0.557 -4.391 1.404
C 0.811 -4.189 1.562
C 1.533 -4.911 2.500
C 0.896 -5.865 3.281
C -0.456 -6.115 3.094
C -1.176 -5.385 2.159
C -3.559 -3.523 0.506
C -4.513 -3.435 -0.508
C -5.860 -3.309 -0.204
C -6.267 -3.267 1.123
C -5.327 -3.353 2.139
C -3.979 -3.476 1.832
H -2.070 -1.507 -1.454
H 0.767 -3.757 -1.666
H 1.515 -5.325 -3.437
H -0.066 -6.973 -4.367
H -2.365 -7.118 -3.479
H -3.089 -5.612 -1.662
H 1.319 -3.455 0.946
H 2.593 -4.726 2.627
H 1.454 -6.415 4.028
H -0.949 -6.881 3.678
H -2.231 -5.591 2.014
H -4.194 -3.466 -1.546
H -6.590 -3.240 -1.000
H -7.317 -3.157 1.362
H -5.645 -3.319 3.174
H -3.248 -3.526 2.632
*
```



4.
Molecular formula: C5H8N
Method: DFT, wB97M-V/def2-TZVPD

Results
Kohn-Sham gap (alpha / beta): 6.64 / 9.61 eV
LUMO level (alpha / beta): -5.6 / -4.4 eV
Relative energy (zero: lowest compared OMol25 entry of this formula, charge and spin): 150.2 kcal/mol
Highest occupied orbital energy (alpha / beta): -0.4489 / -0.5132 Eh

ORCA input file:
```
! RIJCOSX wB97M-V def2-TZVPD def2/J DEFGRID3
* xyz 1 1
C -0.416 -1.270 0.729
C -0.394 -2.452 0.265
C -0.658 1.206 0.253
C 0.068 0.030 0.828
C 1.198 0.339 -0.171
N 0.410 1.464 -0.843
H 0.246 -2.542 -0.602
H -0.893 -3.332 0.370
H -1.621 1.051 -0.351
H -0.761 1.930 1.072
H 0.491 0.209 1.825
H 1.586 -0.385 -0.846
H 0.040 1.269 -1.732
H 0.704 2.484 -0.798
*
```



5.
Molecular formula: C5H13IN2
Method: DFT, wB97M-V/def2-TZVPD

Results
Kohn-Sham gap (alpha / beta): 7.77 / 7.77 eV
LUMO level (alpha / beta): 0.6 / 0.6 eV
Relative energy (zero: lowest compared OMol25 entry of this formula, charge and spin): 5.0 kcal/mol
Highest occupied orbital energy (alpha / beta): -0.2618 / -0.2618 Eh

ORCA input file:
```
! RIJCOSX wB97M-V def2-TZVPD def2/J DEFGRID3
* xyz 0 1
C 0.451 -2.332 -1.001
C 0.674 -0.998 1.883
C -0.896 2.540 -1.035
C -0.179 -1.016 -0.537
C 0.616 -0.351 0.538
N -1.262 1.884 0.212
N -0.360 1.474 1.100
I 2.555 0.319 -0.124
H 0.543 -3.029 -0.170
H 1.442 -2.150 -1.413
H -0.159 -2.793 -1.774
H 1.282 -1.904 1.877
H -0.333 -1.259 2.211
H 1.096 -0.308 2.612
H -1.794 2.680 -1.632
H -0.466 3.516 -0.803
H -0.164 1.970 -1.615
H -1.178 -1.214 -0.138
H -0.282 -0.357 -1.402
H -2.044 1.243 0.146
H 0.458 2.083 1.065
*
```



6.
Molecular formula: C13H10F5NOTi
Method: DFT, wB97M-V/def2-TZVPD

Results
Kohn-Sham gap (alpha / beta): 6.09 / 6.30 eV
LUMO level (alpha / beta): 2.8 / 2.8 eV
Relative energy (zero: lowest compared OMol25 entry of this formula, charge and spin): 26.5 kcal/mol
Highest occupied orbital energy (alpha / beta): -0.1205 / -0.1282 Eh

ORCA input file:
```
! RIJCOSX wB97M-V def2-TZVPD def2/J DEFGRID3
* xyz -1 2
C -0.455 0.849 -3.204
C 0.944 0.965 -2.934
C 1.105 1.768 -1.777
C -0.177 2.147 -1.316
C -1.149 1.606 -2.199
Ti -0.328 -0.411 -1.277
N -2.194 -0.793 -1.530
C -0.064 -2.140 -1.842
C 1.359 -1.702 -1.931
H 2.057 2.130 -1.369
H 1.752 0.578 -3.565
H -0.386 2.831 -0.489
H -2.229 1.773 -2.145
H -0.915 0.367 -4.074
H 1.766 -1.670 -2.956
H -0.330 -2.765 -0.932
H -2.768 -1.779 -1.225
H 1.991 -2.127 -1.115
H -0.508 -2.367 -2.815
F -0.033 0.006 5.961
C 0.012 0.036 4.617
C -0.081 1.255 3.943
F -0.230 2.399 4.640
C -0.033 1.280 2.558
F -0.120 2.465 1.908
C 0.073 0.090 1.803
O 0.068 0.078 0.494
C 0.186 -1.117 2.519
F 0.308 -2.267 1.807
C 0.149 -1.153 3.898
F 0.232 -2.332 4.548
*
```



7.
Molecular formula: CH2N2O3S
Method: DFT, wB97M-V/def2-TZVPD

Results
Kohn-Sham gap (alpha / beta): 6.55 / 6.55 eV
LUMO level (alpha / beta): 6.7 / 6.7 eV
Relative energy (zero: lowest compared OMol25 entry of this formula, charge and spin): 23.6 kcal/mol
Highest occupied orbital energy (alpha / beta): 0.0043 / 0.0043 Eh

ORCA input file:
```
! RIJCOSX wB97M-V def2-TZVPD def2/J DEFGRID3
* xyz -2 1
C -2.523 -0.105 0.244
N -1.383 0.112 -0.624
N 1.071 0.363 -1.167
O -2.957 0.864 0.834
O -2.955 -1.242 0.154
O 3.366 -0.023 0.148
S 0.081 -0.015 -0.046
H 2.233 0.056 -0.538
H 3.067 -0.010 0.996
*
```



8.
Molecular formula: C32H56N7O4
Method: DFT, wB97M-V/def2-TZVPD

Results
Kohn-Sham gap: 8.49 eV
LUMO level: -2.8 eV
Relative energy (zero: lowest compared OMol25 entry of this formula, charge and spin): 0.0 kcal/mol
Highest occupied orbital energy: -0.4161 Eh

ORCA input file:
```
! RIJCOSX wB97M-V def2-TZVPD def2/J DEFGRID3
* xyz 1 1
C 3.005 1.409 5.139
C 2.742 2.273 4.142
C 3.652 2.497 2.951
C 2.924 2.167 1.673
N 1.918 1.301 1.728
C 1.486 1.190 0.465
N 0.455 0.403 0.138
C -0.144 0.161 -1.164
C 0.510 -0.974 -1.951
C 0.834 -2.223 -1.109
C 2.023 -3.005 -1.720
C 2.970 -3.602 -0.675
N 2.734 -5.044 -0.519
O -0.109 -0.290 1.188
C -1.177 0.461 1.811
C -2.118 -0.558 2.423
N -3.173 0.085 3.210
C -4.496 -0.020 2.592
C -5.498 0.803 3.418
C -5.506 2.251 2.927
O -6.787 0.234 3.443
N 2.214 1.952 -0.380
C 2.197 2.179 -1.801
C 1.340 3.374 -2.262
O 1.333 3.623 -3.431
C 0.593 4.238 -1.298
C 0.767 5.618 -1.441
C 0.093 6.517 -0.620
C -0.775 6.054 0.368
C -0.948 4.677 0.513
C -0.274 3.778 -0.305
N 3.130 2.600 0.432
C 4.129 3.582 -0.005
C 4.046 4.951 0.716
C 5.439 5.425 1.153
N 6.311 4.638 1.970
O 5.807 6.489 0.770
H 3.236 0.361 4.982
H 2.911 1.770 6.157
H 1.845 2.888 4.157
H 3.948 3.536 3.021
H 4.502 1.822 3.049
H -1.173 -0.140 -0.971
H -0.230 1.081 -1.743
H -0.184 -1.283 -2.733
H 1.421 -0.670 -2.472
H 1.106 -1.996 -0.083
H -0.022 -2.892 -1.181
H 1.672 -3.831 -2.337
H 2.629 -2.375 -2.374
H 2.888 -3.098 0.298
H 4.010 -3.493 -0.984
H 1.786 -5.209 -0.196
H 3.340 -5.400 0.211
H -0.726 1.071 2.597
H -1.688 1.063 1.059
H -1.569 -1.247 3.063
H -2.550 -1.133 1.603
H -2.956 1.066 3.345
H -4.516 0.374 1.562
H -4.777 -1.072 2.566
H -5.099 0.797 4.433
H -6.116 2.319 2.024
H -5.914 2.931 3.669
H -4.493 2.550 2.649
H -7.018 -0.031 2.547
H 3.190 2.384 -2.192
H 1.849 1.313 -2.353
H 1.403 6.030 -2.213
H 0.206 7.584 -0.746
H -1.313 6.760 0.982
H -1.646 4.345 1.271
H -0.454 2.720 -0.177
H 5.106 3.126 0.140
H 4.050 3.796 -1.065
H 3.702 5.705 0.017
H 3.335 4.918 1.538
H 6.535 3.733 1.580
H 6.007 4.566 2.932
C -0.500 -6.382 -1.819
C -0.923 -5.565 -3.037
C -2.167 -4.712 -2.792
C -3.436 -5.500 -2.460
C -3.850 -6.524 -3.516
C -4.183 -5.899 -4.867
H -1.272 -7.092 -1.520
H 0.404 -6.951 -2.038
H -0.290 -5.727 -0.969
H -1.077 -6.230 -3.889
H -0.098 -4.901 -3.316
H -2.346 -4.088 -3.673
H -1.966 -4.016 -1.968
H -4.256 -4.790 -2.311
H -3.307 -6.011 -1.502
H -4.729 -7.059 -3.150
H -3.067 -7.276 -3.643
H -4.999 -5.179 -4.772
H -4.494 -6.665 -5.578
H -3.323 -5.384 -5.299
*
```



9.
Molecular formula: C35H52AsDyO2P3
Method: DFT, wB97M-V/def2-TZVPD

Results
Kohn-Sham gap (alpha / beta): 5.22 / 5.29 eV
LUMO level (alpha / beta): -9.1 / -9.0 eV
Highest occupied orbital energy (alpha / beta): -0.5252 / -0.5252 Eh

ORCA input file:
```
! RIJCOSX wB97M-V def2-TZVPD def2/J DEFGRID3
* xyz 3 6
Dy 0.253 -0.465 -0.184
P -0.611 -0.148 -2.741
P -1.939 -2.231 0.083
P 2.582 1.035 -0.390
H 0.973 -3.323 0.654
C 1.584 -2.451 0.907
C 1.342 -1.673 2.012
H 0.504 -1.850 2.693
C -0.052 -1.595 -3.724
C -2.340 -0.130 -3.341
C 0.140 1.151 -3.794
C -1.914 -3.066 1.716
C -3.565 -1.383 0.068
C -2.132 -3.591 -1.129
C 3.779 0.894 0.983
C 2.584 2.797 -0.860
C 3.557 0.305 -1.743
H 2.500 -2.382 0.309
H 2.060 -0.956 2.426
H -0.267 -1.371 -4.782
H -0.556 -2.515 -3.410
H 1.018 -1.759 -3.545
H -2.285 0.030 -4.430
H -2.905 0.677 -2.854
H -2.838 -1.083 -3.111
H -0.307 1.051 -4.796
H 1.232 1.033 -3.849
H -0.067 2.145 -3.371
H -2.670 -3.864 1.768
H -2.096 -2.340 2.522
H -0.918 -3.496 1.883
H -4.388 -2.106 0.190
H -3.693 -0.836 -0.877
H -3.608 -0.642 0.879
H -3.029 -4.189 -0.909
H -1.239 -4.231 -1.077
H -2.193 -3.174 -2.144
H 4.811 1.067 0.650
H 3.724 -0.116 1.410
H 3.532 1.619 1.769
H 3.601 3.171 -1.047
H 2.138 3.387 -0.049
H 1.984 2.942 -1.770
H 4.560 0.735 -1.848
H 3.030 0.422 -2.697
H 3.664 -0.770 -1.567
C 4.363 -2.536 -3.834
C 4.272 -3.465 -4.896
C 5.321 -4.379 -5.061
C 6.429 -4.357 -4.198
C 6.528 -3.383 -3.193
C 5.499 -2.450 -3.014
O 3.268 -1.792 -3.449
H 2.533 -1.880 -4.096
H 3.374 -3.482 -5.519
H 5.254 -5.108 -5.874
H 7.212 -5.115 -4.311
H 7.394 -3.358 -2.532
H 5.521 -1.701 -2.217
O -0.751 0.879 0.995
As -1.788 1.679 2.162
C -0.863 3.244 2.743
C -1.631 4.349 3.133
C -0.994 5.516 3.560
C 0.402 5.596 3.552
C 1.167 4.490 3.162
C 0.535 3.319 2.721
C -3.364 2.254 1.185
C -4.641 2.105 1.739
C -5.756 2.579 1.047
C -5.595 3.203 -0.189
C -4.318 3.358 -0.736
C -3.198 2.860 -0.066
C -1.887 0.366 3.579
C -3.055 -0.376 3.806
C -3.107 -1.282 4.872
C -1.983 -1.459 5.686
C -0.801 -0.756 5.426
C -0.753 0.159 4.371
H -2.717 4.280 3.109
H -1.604 6.367 3.862
H 0.889 6.518 3.873
H 2.257 4.561 3.151
H 1.136 2.485 2.353
H -4.752 1.622 2.708
H -6.740 2.436 1.488
H -6.471 3.575 -0.715
H -4.197 3.854 -1.695
H -2.207 2.938 -0.514
H -3.926 -0.265 3.158
H -4.026 -1.840 5.072
H -2.018 -2.153 6.525
H 0.089 -0.893 6.042
H 0.158 0.715 4.149
*
```



| no. | total energy (Eh) |
| --- | --- |
| 1 | -4469.277772 |
| 2 | -945.933445 |
| 3 | -4679.322276 |
| 4 | -249.585807 |
| 5 | -605.402680 |
| 6 | -1980.074641 |
| 7 | -772.649119 |
| 8 | -1936.763439 |
| 9 | -5659.349191 |